The following is a quantum chemistry calculation of an isolated ion of composition C14H22BrF4N2O4S and charge +1 in a non-equilibrium geometry, from the Open Molecules 2025 dataset.

**HOMO-LUMO gap**: 0.3654 Ha
**Net charge**: +1
**E_HOMO**: -0.4727 Ha
**2S+1**: 1
**Structure (SMILES)**: C[C@H](Br)Cc1[nH]c(C(F)(F)C(F)F)[n+](CCCCS(=O)(=O)O)c1CCO

Geometry (Å):
H1 -1.759181 3.238136 -0.561665
H2 -3.706686 2.432467 -1.623650
N1 2.719937 -0.091632 -0.497514
H3 -0.757123 1.353153 0.931541
H4 0.093942 -2.479561 1.228237
O1 -6.177929 1.186247 0.042123
C1 2.752216 1.385262 -3.294540
Br1 2.077348 -0.060813 3.011433
O2 -4.213832 0.629015 1.408543
H5 -2.346558 3.007459 1.082461
H6 -1.710359 -1.630415 -1.140345
H7 -3.297754 -2.497073 -0.034613
H8 4.232809 -1.063890 2.237403
H9 -0.896739 -3.184108 -0.862682
H10 2.081049 -2.974287 1.207836
H11 -2.105124 0.358429 0.427633
H12 3.724094 -0.004028 -0.578170
F1 3.906178 0.681504 -3.063685
C2 -0.697930 0.936412 -1.157787
C3 -1.515078 1.228545 0.141184
F2 3.404690 2.346563 -1.271339
C4 2.285160 1.874420 -1.889437
H13 2.063078 0.682070 -3.778847
C5 3.249825 -1.527051 2.357871
C6 -1.355210 -2.318482 -0.361134
H14 -0.590858 1.815937 -1.790682
S1 -4.592105 0.955644 0.070903
C7 -2.313507 2.548620 0.091822
O3 -2.473282 -2.757278 0.390961
O4 -4.247082 -0.111725 -0.829034
C8 -0.371706 -1.683300 0.643978
H15 -4.299704 3.291454 -0.223590
H16 4.280187 -3.072093 3.541787
C9 -3.716607 2.405800 -0.529858
H17 3.585960 -2.476162 0.406315
H18 3.145799 -2.057861 4.430993
C10 0.701193 -0.819233 0.032703
H19 -0.980829 -1.112648 1.356633
C11 1.814598 0.690383 -1.046826
H20 2.493981 -3.315659 3.378673
F3 1.412950 2.887414 -1.949156
C12 3.301488 -2.582546 3.483183
H21 -6.325464 2.140008 -0.081057
F4 3.073860 2.422701 -4.068510
C13 2.733579 -2.124613 1.001543
N2 0.580628 0.325886 -0.772326
C14 2.015521 -1.067255 0.209008
H22 -1.279422 0.188186 -1.708320

Forces on atoms 1 to 6 (eV/Å):
H -0.2 0.0 0.3
H -0.1 -0.5 0.2
N -1.1 -1.1 0.8
H -0.3 0.0 -0.1
H 0.0 0.2 -0.1
O 1.1 0.9 -0.5

***

The following is a quantum chemistry calculation of C24H46CdCl2N3O5Si as an isolated structure in a non-equilibrium geometry, from the Open Molecules 2025 dataset.

**HOMO-LUMO gap**: 0.1220 Ha
**Net charge**: -1
**E_HOMO**: -0.0416 Ha
**2S+1**: 1

Geometry (Å):
Cd1 0.628405 -0.113285 -2.204322
O1 -1.349565 0.128123 1.138006
H1 -1.225788 2.554583 -6.051283
Cl1 1.866708 -2.266757 -2.166214
H2 0.358979 -3.497721 -3.081722
C1 -1.280673 0.640466 2.221846
H3 -1.989672 2.680699 4.388641
H4 0.633887 -1.650763 3.621888
H5 -1.938614 -1.474630 -7.399700
H6 1.101258 -0.967151 2.022741
H7 -0.039888 2.408670 -7.370104
H8 -0.582683 -4.991168 -3.231638
N1 -0.914376 3.798857 -2.742481
H9 -0.789299 1.344517 4.594508
H10 2.474497 3.284669 -10.603661
C2 1.895378 2.402307 -10.322993
H11 -1.733734 -2.596810 -0.077622
H12 0.369177 -0.055804 -4.235352
C3 1.122639 -0.811489 3.110606
H13 -1.010286 5.714619 -3.562014
C4 0.474526 0.077443 -9.658538
H14 3.064282 1.986515 -8.529320
H15 2.277088 -1.524431 -10.021661
C5 1.994314 -0.265393 -7.636672
H16 3.038576 -4.192547 -8.881155
H17 -1.317871 -3.397747 -3.686901
H18 -1.456714 0.050799 -4.011186
H19 0.639998 5.172169 -3.066964
H20 4.396545 -2.056180 -6.698022
O2 0.531821 0.417435 3.516453
H21 -3.997083 1.975346 2.717716
H22 3.192097 -3.342624 -6.845207
H23 2.855101 -1.915556 -5.832258
H24 -1.829781 -0.010821 -8.414394
H25 -0.905684 -5.820320 -1.230350
H26 0.512770 2.582618 -11.983323
N2 -2.170825 1.018723 3.104073
N3 -1.118870 -3.793768 -1.633666
C6 -1.476045 -2.583816 -1.154732
C7 2.709533 -2.080879 -9.183162
C8 -0.657719 -3.926692 -2.998969
H27 -0.021278 -0.864756 -9.403159
C9 3.317926 -2.258687 -6.760889
H28 -2.828654 4.384582 -3.289875
H29 4.445770 -3.320394 -9.545332
C10 3.344670 -3.377932 -9.554907
O3 0.943512 -0.579791 -6.725365
O4 -1.519054 -1.545689 -1.838293
Cl2 2.151987 1.357445 -3.603989
H30 -4.115376 0.408623 3.529375
C11 -0.633558 -0.408648 -4.563632
H31 -0.121655 4.523656 -4.549496
Si1 -0.483318 0.197809 -6.297499
H32 2.162083 -0.750965 3.445073
H33 2.729162 0.341299 -7.082247
C12 1.521527 0.520447 -8.848035
H34 0.899248 3.190674 -1.982854
H35 3.034116 -3.644111 -10.573402
C13 -0.311068 4.873391 -3.523929
C14 -1.840891 1.591203 4.415627
C15 -0.144034 2.888777 -2.143444
C16 -3.587217 0.962726 2.750777
O5 -0.581739 1.745072 -1.833497
H36 -2.501092 1.155792 5.175368
H37 -1.356494 -4.800175 0.175897
C17 -0.741706 -4.860465 -0.726094
H38 -0.665218 -1.498234 -4.488030
C18 -2.304474 3.453370 -3.044226
C19 -0.290299 2.061875 -6.357795
C20 -1.892689 -0.376146 -7.379109
H39 0.514023 2.367286 -5.672279
H40 0.321278 -4.785040 -0.448606
H41 -2.776865 2.957356 -2.184741
C21 2.698806 -1.576867 -7.942451
H42 -2.824352 0.005698 -6.938120
C22 2.233671 1.680985 -9.178562
H43 -0.005766 0.854095 2.727810
C23 0.099765 0.835774 -10.772782
C24 0.808268 1.995704 -11.112408
H44 -2.354999 2.782261 -3.925545
H45 -3.701165 0.479147 1.782325
H46 -0.751560 0.505046 -11.371553

Forces on atoms 1 to 6 (eV/Å):
Cd 0.1 -0.6 0.8
O -2.7 -2.2 -3.2
H 0.2 -0.1 -0.1
Cl 0.3 0.8 0.4
H -0.7 -0.3 -0.2
C 4.2 3.4 0.4

***

The following is a quantum chemistry calculation of one molecule with the formula C4H7NO2, from the Open Molecules 2025 dataset.

**HOMO-LUMO gap**: 0.4025 Ha
**Relative energy (zero: lowest compared OMol25 entry of this formula, charge and spin)**: 1.6 kcal/mol
**E_HOMO**: -0.3743 Ha
**2S+1**: 1
**Structure (SMILES)**: C[C@H]1CNC(=O)O1

Geometry (Å):
H1 0.883591 -0.623321 -1.594498
H2 1.326886 1.770881 -1.016122
N1 -0.427896 -0.558850 1.327674
O1 -2.651008 -0.909648 0.714522
C1 0.311819 1.377667 -0.905245
C2 -1.494517 -0.722833 0.446985
O2 -1.024754 -0.614809 -0.827477
C3 0.327406 -0.140771 -0.786577
H3 -0.510844 -1.068023 2.195393
H4 1.291152 -1.579870 0.615835
H5 -0.292152 1.713074 -1.753504
C4 0.828327 -0.582894 0.601723
H6 1.558280 0.145162 0.972592
H7 -0.126290 1.794236 0.008698

Forces on atoms 1 to 6 (eV/Å):
H -0.2 0.1 0.1
H -0.1 -0.1 0.0
N -0.2 -0.2 -0.1
O 0.6 0.0 0.0
C 0.0 0.0 0.0
C -0.2 -0.1 0.2

***

The following is a quantum chemistry calculation of one molecule with the formula C10H16N2OS in a non-equilibrium geometry, from the Open Molecules 2025 dataset.

**HOMO-LUMO gap**: 0.3305 Ha
**Relative energy (zero: lowest compared OMol25 entry of this formula, charge and spin)**: 96.4 kcal/mol
**E_HOMO**: -0.3050 Ha
**2S+1**: 1

Geometry (Å):
N1 1.835019 -0.350025 0.944815
H1 3.520713 -0.562161 -1.670607
S1 0.906786 -1.612617 -0.012953
H2 2.320365 -2.026359 -1.704449
H3 4.379763 1.010750 0.484537
H4 -0.729861 -0.670845 -2.458094
H5 1.465336 1.106008 -0.620185
C1 -3.414829 0.038727 -0.427882
C2 -2.772079 -0.249387 0.827356
C3 -1.209643 -0.482146 -1.518722
H6 -4.850019 1.765203 -0.477971
H7 3.684241 1.800872 -0.885539
H8 1.999087 -1.180381 3.004435
C4 -2.587469 -0.051148 -1.519856
C5 -0.681637 -0.807046 -0.329473
C6 -4.743675 0.688703 -0.518322
H9 3.107006 0.099909 2.513457
H10 -5.177417 0.441377 -1.502142
H11 2.108654 1.923596 0.769088
C7 -1.445856 -0.715918 0.861319
C8 2.142860 -0.223251 2.462734
H12 -3.102833 0.377279 -2.468308
O1 4.037853 -0.313568 -0.916496
C9 3.671877 0.841964 -0.285236
H13 -0.903897 -0.895489 1.835832
N2 1.537127 -1.445877 -1.450251
H14 -3.344898 -0.396583 1.684721
H15 1.471447 0.582156 2.841563
H16 -5.439057 0.374855 0.315188
C10 2.215039 0.931399 0.221434

Forces on atoms 1 to 6 (eV/Å):
N 0.0 0.8 0.8
H -0.9 0.4 -0.3
S 2.3 2.5 -0.6
H -0.1 -0.7 0.7
H 0.6 0.0 1.1
H 0.5 0.2 -0.1

***

Let's list total energy in order: -117786.0293 -77830.5584 -9847.2112 -26488.4115 eV.